# 1
# C18H29N5O9SW

C18H29N5O9SW as an isolated structure at a distorted geometry (ωB97M-V/def2-TZVPD, OMol25).

XYZ file:
```
63
C18H29N5O9SW (ωB97M-V/def2-TZVPD)
W -0.494 -0.057 -0.188
O 1.476 -2.565 1.833
C 1.796 -1.734 0.958
O 0.951 -1.469 -0.042
C 3.177 -1.046 0.776
C 3.578 -1.264 -0.818
C 5.081 -1.143 -0.909
C 5.349 0.362 -0.660
C 3.929 0.864 -0.546
O 3.143 -0.073 -1.347
C 3.307 0.504 0.835
C 2.068 1.377 1.034
O 2.325 2.577 1.179
O 0.857 0.916 0.913
H 3.873 -1.504 1.474
H 3.096 -2.156 -1.333
H 5.359 -1.324 -1.953
H 5.628 -1.783 -0.225
H 5.807 0.844 -1.555
H 5.956 0.645 0.220
H 3.708 1.889 -0.936
H 3.955 0.839 1.677
C -0.462 -0.165 3.181
N -1.328 -0.494 2.030
C -2.587 0.246 2.208
C -1.591 -1.968 2.224
C -2.523 -2.522 1.125
N -2.079 -2.110 -0.220
C -1.165 -3.208 -0.825
C -3.259 -1.802 -1.003
H -1.001 -0.358 4.078
H -0.173 0.895 3.100
H 0.475 -0.737 3.081
H -3.163 -0.153 3.045
H -3.182 0.173 1.305
H -2.365 1.276 2.365
H -2.099 -2.085 3.194
H -0.605 -2.418 2.201
H -3.520 -2.178 1.281
H -2.388 -3.630 1.276
H -1.810 -4.106 -0.852
H -0.252 -3.296 -0.221
H -0.918 -2.862 -1.853
H -3.783 -0.975 -0.546
H -3.938 -2.629 -0.927
H -2.987 -1.632 -2.055
O -0.596 1.325 -3.643
S 0.013 0.306 -2.855
O 0.959 -0.572 -3.474
O 0.560 0.940 -1.539
O -1.050 -0.525 -2.146
N -3.737 3.806 -2.709
C -2.811 3.573 -1.695
C -2.519 2.244 -1.325
N -1.653 1.935 -0.347
C -1.070 3.003 0.281
C -1.411 4.321 -0.091
N -2.266 4.636 -1.048
H -3.872 3.049 -3.422
H -3.527 4.710 -3.163
H -3.143 1.433 -1.756
H -0.264 2.764 0.960
H -0.840 5.091 0.394
```

Its expectation value of S² is 2.010. The energy above the lowest of the compared OMol25 structures with the same formula, charge and spin is 96.5 kJ/mol. The spin multiplicity is 3. For the LUMO energy (spin up / spin down), the calculation gives -0.3 / -0.5 eV. Its HOMO-LUMO gap (spin up / spin down) is 0.27912 / 0.31643 Eh.

# 2
# C18H29NO2

The molecule C18H29NO2 (ωB97M-V/def2-TZVPD, OMol25).

XYZ file:
```
50
C18H29NO2 (ωB97M-V/def2-TZVPD)
C -4.925 -1.272 -1.219
C -3.716 -0.805 -0.460
C -2.700 -1.711 -0.209
C -1.547 -1.358 0.488
C -1.421 -0.051 0.942
C -2.437 0.854 0.692
C -3.588 0.511 -0.001
C -4.653 1.558 -0.239
H -5.484 1.107 -0.785
C -4.105 2.704 -1.093
H -3.715 2.321 -2.033
H -4.893 3.422 -1.312
H -3.302 3.225 -0.578
C -5.204 2.086 1.088
H -4.431 2.598 1.657
H -5.585 1.266 1.692
H -6.015 2.788 0.906
H -2.316 1.864 1.054
H -0.548 0.275 1.486
O -0.642 -2.362 0.675
C 0.579 -2.075 1.312
C 1.553 -1.274 0.440
O 2.293 -2.183 -0.347
C 3.120 -1.578 -1.308
C 4.352 -0.874 -0.721
N 4.041 0.391 -0.096
C 5.115 0.916 0.731
C 4.700 2.364 0.949
H 5.518 2.989 1.302
H 3.883 2.405 1.669
C 4.202 2.761 -0.441
H 3.454 3.551 -0.404
H 5.036 3.111 -1.050
C 3.636 1.453 -1.015
H 2.544 1.482 -1.065
H 4.018 1.274 -2.031
H 5.181 0.343 1.659
H 6.093 0.869 0.221
H 4.779 -1.528 0.043
H 5.098 -0.756 -1.530
H 2.541 -0.872 -1.921
H 3.458 -2.401 -1.944
H 2.228 -0.680 1.069
H 0.994 -0.589 -0.215
H 0.406 -1.557 2.264
H 1.028 -3.050 1.512
H -2.781 -2.731 -0.553
H -5.828 -1.157 -0.620
H -4.822 -2.321 -1.481
H -5.051 -0.701 -2.138
```

Its SMILES is Cc1cc(OCCOCCN2CCCC2)ccc1C(C)C. The energy above the lowest of the compared OMol25 structures with the same formula, charge and spin is 104.5 kJ/mol. For the LUMO energy, the calculation gives 0.8 eV. Its HOMO-LUMO gap is 0.32400 Eh.

# 3
# C18H29NO3

The molecule C18H29NO3 (ωB97M-V/def2-TZVPD, OMol25).

XYZ file:
```
51
C18H29NO3 (ωB97M-V/def2-TZVPD)
C -1.093 2.659 5.032
C -0.354 1.660 5.474
C 0.244 0.569 4.629
C -0.018 0.739 3.161
C -1.087 0.115 2.542
C -1.314 0.310 1.194
C -0.500 1.133 0.422
C 0.572 1.795 1.051
C 0.795 1.572 2.403
H 1.614 2.069 2.899
O 1.353 2.640 0.296
C 2.467 3.250 0.898
H 2.937 3.836 0.110
H 3.181 2.509 1.273
H 2.171 3.918 1.714
O -0.880 1.228 -0.889
C 0.004 1.701 -1.880
C 1.251 0.828 -2.053
O 1.015 -0.100 -3.085
C 2.026 -1.074 -3.235
C 1.894 -2.277 -2.275
N 0.931 -3.286 -2.666
H 1.196 -3.659 -3.572
C -0.458 -2.839 -2.727
C -1.018 -2.584 -1.328
C -2.543 -2.505 -1.312
C -3.078 -1.312 -2.098
H -2.594 -0.395 -1.770
H -2.893 -1.436 -3.162
H -4.152 -1.211 -1.950
H -2.873 -2.426 -0.273
H -2.961 -3.429 -1.719
H -0.688 -3.398 -0.678
H -0.618 -1.650 -0.934
H -1.025 -3.652 -3.192
H -0.576 -1.938 -3.342
H 2.868 -2.770 -2.207
H 1.625 -1.922 -1.279
H 1.942 -1.426 -4.269
H 3.014 -0.607 -3.108
H 1.474 0.317 -1.107
H 2.118 1.456 -2.311
H -0.576 1.653 -2.805
H 0.291 2.737 -1.682
H -2.140 -0.174 0.699
H -1.744 -0.528 3.108
H 1.323 0.546 4.817
H -0.164 -0.388 4.970
H -0.134 1.572 6.531
H -1.492 3.405 5.698
H -1.333 2.770 3.988
```

Its SMILES is C=CCc1ccc(OCCOCCNCCCC)c(OC)c1. The energy above the lowest of the compared OMol25 structures with the same formula, charge and spin is 367.7 kJ/mol. For the LUMO energy, the calculation gives 0.7 eV. Its HOMO-LUMO gap is 0.32411 Eh.

# 4
# C18H29O2

An isolated ion of composition C18H29O2 and charge +1 at a distorted geometry (ωB97M-V/def2-TZVPD, OMol25).

XYZ file:
```
49
C18H29O2 (ωB97M-V/def2-TZVPD)
C 3.188 1.643 -2.549
C 1.972 0.930 -3.048
O 1.042 0.717 -1.730
C -0.188 0.391 -1.837
C -0.593 -0.946 -1.223
C -1.583 -1.431 -2.298
O -0.974 1.046 -2.628
C -0.789 2.597 -2.536
C -2.042 3.024 -3.242
H 3.900 1.770 -3.356
H 2.959 2.626 -2.169
H 3.733 1.121 -1.774
H 1.411 1.521 -3.787
H 2.178 -0.093 -3.371
H 0.365 -1.521 -1.145
H -1.772 -2.500 -2.264
H -2.523 -0.907 -2.205
H -1.270 -1.244 -3.316
H -0.762 2.894 -1.479
H 0.128 2.854 -3.067
H -2.103 4.096 -3.249
H -2.052 2.707 -4.283
H -2.951 2.655 -2.766
C -1.628 -2.700 0.212
C -1.108 -1.210 0.190
C -0.381 -0.913 1.578
C -0.915 0.017 2.560
C -2.273 0.634 2.514
C -0.073 0.501 3.572
C 1.225 0.018 3.695
C 2.143 0.518 4.757
C 1.553 -1.156 3.018
C 0.747 -1.639 1.995
C 1.202 -2.848 1.262
H -2.692 -2.793 -0.070
H -1.007 -3.252 -0.527
H -1.546 -3.312 1.148
H -1.938 -0.493 0.152
H -2.402 1.415 3.270
H -2.521 1.111 1.564
H -3.040 -0.124 2.685
H -0.355 1.366 4.208
H 3.098 -0.014 4.775
H 2.355 1.577 4.587
H 1.742 0.456 5.785
H 2.513 -1.618 3.151
H 2.209 -3.077 1.579
H 0.574 -3.715 1.475
H 1.242 -2.701 0.186
```

The total charge is +1. For the LUMO energy, the calculation gives -4.1 eV. Its HOMO-LUMO gap is 0.25052 Eh.

Number 1: E -57676.5685 eV. Number 2: E -24721.0512 eV. Number 3: E -26767.1806 eV. Number 4: E -23222.6948 eV.